# 1
C6H6 | ωB97M-V/def2-TZVPD

Summary:
spin multiplicity	3
highest occupied orbital energy (spin up / spin down)	-7.43 / -9.52	eV
DFT total energy	-231.901738	hartree
⟨S²⟩	2.0072
LUMO level (spin up / spin down)	0.97 / -2.58	eV
charge	0
ΔE to the lowest compared entry with this formula, charge and spin	2.501	eV
HOMO-LUMO gap (spin up / spin down)	8.40 / 6.94	eV

The geometry in XYZ format:
```
12
Properties=species:S:1:pos:R:3:forces:R:3
C -0.140 -0.051 -1.462 1.113 2.592 1.659
C -1.033 -0.045 -2.359 -1.851 -1.735 -3.991
C 0.203 -0.070 0.525 -0.418 -0.727 2.344
C -0.176 -0.430 1.776 2.209 -0.459 -2.853
C -0.587 0.897 -0.301 -0.069 1.385 1.013
C 1.019 -0.624 -0.677 0.136 0.953 1.226
H 0.283 -1.303 2.231 -0.376 0.317 0.482
H -0.903 0.232 2.151 -0.809 0.109 1.147
H -0.280 1.995 -0.271 0.330 -1.395 -0.554
H -1.687 0.956 -0.096 0.986 -0.462 -0.186
H 1.413 -1.642 -0.710 -0.506 0.037 -0.144
H 1.887 0.086 -0.807 -0.746 -0.616 -0.144
```
Forces are in eV/Å.

---

# 2
C5H13N3O3 | ωB97M-V/def2-TZVPD

Summary:
highest occupied orbital energy	-8.20	eV
DFT total energy	-588.130056	hartree
LUMO level	0.64	eV
charge	0
ΔE to the lowest compared entry with this formula, charge and spin	2.246	eV
HOMO-LUMO gap	8.85	eV

The geometry in XYZ format:
```
24
Properties=species:S:1:pos:R:3:forces:R:3
C -0.264 3.236 -2.059 0.100 0.086 -0.580
C -1.205 0.994 -1.839 -0.116 0.663 0.859
C 1.298 -2.500 1.959 0.165 0.081 -0.945
C 0.057 -1.775 1.407 0.214 -0.640 -0.635
C 1.761 -1.078 2.278 0.402 -0.040 0.736
H 0.238 3.907 -2.793 -0.376 -0.611 0.279
H -1.241 3.656 -1.838 0.124 0.125 0.366
H 0.388 3.149 -1.185 -0.235 0.072 0.158
H 0.953 1.920 -3.878 -0.570 -0.731 0.758
H -0.959 -0.038 -2.080 -0.042 -0.142 -0.039
H -2.308 -0.518 -0.402 -0.165 -0.197 0.198
H -2.117 0.461 0.877 -0.071 0.351 -0.229
H 0.685 -4.138 2.776 0.085 0.005 0.075
H 1.889 -2.990 1.158 -0.223 0.198 0.407
H -0.204 -2.022 0.369 -0.185 0.098 0.222
H -0.789 -1.859 2.076 -0.396 -0.037 0.154
H 2.730 -0.715 1.933 0.042 -0.223 0.051
H 1.652 -0.899 3.364 -0.007 0.149 -0.338
N -0.523 1.928 -2.652 -0.639 0.363 -0.016
N -1.977 1.379 -0.893 0.887 -0.103 0.079
N -2.578 0.393 -0.030 0.493 -0.089 -1.233
O 0.682 1.354 -3.115 0.650 0.216 -0.580
O 1.128 -3.333 3.066 0.008 -0.117 0.245
O 0.703 -0.513 1.502 -0.144 0.524 0.007
```
Forces are in eV/Å.

---

# 3
C4H5NO | ωB97M-V/def2-TZVPD

Summary:
highest occupied orbital energy	-10.99	eV
DFT total energy	-285.355009	hartree
LUMO level	0.89	eV
charge	0
ΔE to the lowest compared entry with this formula, charge and spin	1.621	eV
HOMO-LUMO gap	11.88	eV

The geometry in XYZ format:
```
11
Properties=species:S:1:pos:R:3:forces:R:3
C -1.361 -0.326 -0.107 -0.213 -0.334 0.140
C -0.327 0.713 0.200 0.442 0.218 -0.176
O 0.434 0.414 1.356 0.142 0.013 0.324
C 1.140 0.461 0.129 -0.086 0.213 0.026
C 1.664 -0.783 -0.413 0.287 -0.825 -0.213
N 2.084 -1.765 -0.858 -0.399 0.935 0.394
H -2.046 -0.402 0.755 0.183 0.171 -0.363
H -1.943 -0.084 -0.998 0.099 -0.037 0.048
H -0.903 -1.321 -0.217 -0.085 0.375 -0.091
H -0.564 1.779 0.071 -0.246 -0.441 0.219
H 1.821 1.314 0.082 -0.123 -0.288 -0.309
```
Forces are in eV/Å.

---

# 4
C4H10N2O2 | ωB97M-V/def2-TZVPD

Summary:
highest occupied orbital energy	-7.98	eV
DFT total energy	-418.293337	hartree
LUMO level	0.67	eV
charge	0
ΔE to the lowest compared entry with this formula, charge and spin	4.561	eV
HOMO-LUMO gap	8.66	eV

The geometry in XYZ format:
```
18
Properties=species:S:1:pos:R:3:forces:R:3
C -2.263 -0.282 0.258 0.088 0.071 0.519
C 0.963 -1.838 -0.337 -0.270 0.002 -0.239
N 0.173 -0.994 0.540 -1.733 -0.341 -1.108
C 0.931 1.261 0.031 -0.291 -0.617 0.896
N 0.461 1.251 -1.225 -0.300 -0.279 -0.295
C 0.705 0.211 0.909 0.443 1.239 -0.176
O -1.176 -0.728 -0.495 1.375 -0.516 0.742
O 1.527 2.417 0.409 -0.127 -0.122 -0.192
H 1.931 2.301 1.277 -0.054 -0.083 -0.082
H -0.307 0.552 -1.362 0.683 0.704 0.078
H 0.489 2.120 -1.736 0.000 -0.147 -0.007
H 0.775 0.401 1.975 0.018 0.089 -0.018
H -3.033 0.085 -0.429 0.126 -0.061 0.005
H -2.679 -1.086 0.877 -0.013 0.047 -0.067
H -1.978 0.547 0.926 -0.038 -0.050 -0.113
H 0.322 -2.638 -0.703 0.074 -0.025 0.019
H 1.757 -2.271 0.274 -0.012 0.066 -0.025
H 1.402 -1.311 -1.191 0.032 0.025 0.062
```
Forces are in eV/Å.

---

# 5
C45H50CdN7O5P2S2SeSi | ωB97M-V/def2-TZVPD

Summary:
spin multiplicity	2
highest occupied orbital energy (spin up / spin down)	1.33 / -2.30	eV
DFT total energy	-6842.177296	hartree
⟨S²⟩	0.7628
LUMO level (spin up / spin down)	3.70 / 3.69	eV
charge	-2
ΔE to the lowest compared entry with this formula, charge and spin	0.370	eV
HOMO-LUMO gap (spin up / spin down)	2.36 / 5.99	eV

The geometry in XYZ format:
```
114
Properties=species:S:1:pos:R:3:forces:R:3
Cd 0.082 -0.263 -0.987 -0.530 0.155 -0.371
C -1.138 -3.808 4.551 -0.012 0.065 0.015
N -1.600 -2.987 3.455 0.195 -0.075 -0.131
C -2.894 -2.626 3.200 -0.048 0.053 0.107
C -2.851 -1.797 2.113 -0.087 0.071 -0.055
N -1.566 -1.650 1.693 0.054 0.127 0.008
C -0.828 -2.365 2.502 -0.007 -0.011 0.079
P 0.971 -2.564 2.417 -0.025 0.283 -0.336
C 1.132 -3.357 0.786 -0.080 -0.120 0.089
N 0.232 -3.392 -0.173 -0.043 0.023 0.089
C 0.756 -4.194 -1.146 -0.109 -0.037 0.103
C 1.982 -4.660 -0.762 -0.089 -0.084 0.031
N 2.211 -4.139 0.480 0.163 0.169 0.085
C 3.456 -4.237 1.219 -0.113 0.057 -0.173
C 1.479 -0.833 2.073 -0.094 0.118 0.071
N 1.105 -0.005 1.109 0.176 -0.393 0.240
C 1.727 1.185 1.341 -0.075 0.175 -0.025
C 2.487 1.093 2.467 0.129 -0.141 -0.012
N 2.334 -0.189 2.927 -0.139 -0.065 0.045
C 2.955 -0.722 4.122 0.023 -0.009 -0.006
H -1.958 -4.429 4.905 -0.019 -0.007 -0.024
H -0.781 -3.191 5.376 0.008 0.008 0.046
H -0.325 -4.451 4.219 -0.009 -0.024 0.008
H -3.705 -2.968 3.822 0.005 0.006 -0.033
H -3.660 -1.299 1.600 0.034 -0.034 0.052
H 0.233 -4.359 -2.074 0.089 0.045 0.013
H 2.714 -5.266 -1.269 0.014 0.118 -0.014
H 4.282 -4.050 0.538 0.044 -0.012 -0.078
H 3.552 -5.214 1.697 0.031 -0.019 -0.022
H 3.479 -3.467 1.986 -0.021 -0.018 0.039
H 1.570 2.034 0.693 -0.025 -0.050 -0.031
H 3.105 1.809 2.982 -0.018 -0.001 -0.044
H 3.164 0.099 4.806 -0.009 0.010 -0.020
H 3.889 -1.238 3.890 0.003 0.022 -0.032
H 2.283 -1.424 4.609 -0.010 0.015 0.022
O -0.560 -0.878 -3.266 0.203 -0.186 -0.045
N -1.797 -0.921 -3.652 -0.157 0.054 0.151
C -2.045 -1.116 -4.965 -0.024 -0.015 -0.189
C -3.315 -1.129 -5.486 -0.008 0.021 0.045
C -4.391 -0.953 -4.617 0.018 -0.010 0.042
C -4.140 -0.784 -3.276 -0.022 0.013 -0.103
C -2.833 -0.763 -2.751 0.138 0.000 -0.034
S -2.520 -0.563 -1.094 0.194 -0.045 0.172
H -1.156 -1.253 -5.561 0.066 0.054 0.077
H -3.451 -1.257 -6.550 0.028 -0.038 0.005
H -5.407 -0.946 -4.994 0.001 0.002 0.043
H -4.944 -0.647 -2.567 0.013 0.016 -0.002
C -0.801 2.553 -4.908 0.092 -0.107 0.103
Si -0.664 3.108 -3.099 -0.117 0.156 -0.008
C -2.362 3.026 -2.282 0.077 -0.091 -0.023
C -0.186 4.941 -3.246 0.112 -0.115 0.074
Se 0.963 2.045 -1.985 0.091 0.293 -0.050
H -1.436 3.233 -5.487 -0.011 -0.002 0.057
H -1.213 1.546 -4.988 0.011 -0.034 0.005
H 0.198 2.544 -5.356 -0.050 -0.008 -0.003
H -3.161 2.822 -3.003 0.043 0.039 -0.006
H -2.595 3.961 -1.764 0.015 -0.025 -0.009
H -2.371 2.229 -1.536 -0.029 0.014 0.018
H -0.876 5.475 -3.909 -0.009 -0.020 0.034
H 0.826 5.029 -3.653 -0.043 0.022 0.007
H -0.198 5.426 -2.266 -0.003 -0.017 -0.032
O -1.401 1.876 1.152 0.169 -0.317 0.150
P -1.742 2.690 2.349 -1.242 0.459 -0.185
C -1.584 1.848 3.971 0.330 0.041 0.174
C -0.311 1.574 4.477 -0.087 -0.058 -0.076
C -0.153 1.029 5.742 0.036 -0.040 0.061
C -1.269 0.770 6.533 0.003 0.014 -0.120
C -2.536 1.051 6.041 0.030 -0.111 0.132
C -2.693 1.588 4.770 -0.068 -0.046 -0.151
C -0.620 4.087 2.534 0.379 0.254 0.138
C -0.023 4.567 1.358 -0.062 -0.148 0.087
C 0.761 5.704 1.380 0.084 0.226 0.177
C 0.965 6.399 2.580 -0.080 -0.171 -0.147
C 0.376 5.932 3.747 0.033 0.056 0.027
C -0.410 4.786 3.735 -0.061 -0.121 -0.337
C -3.369 3.386 2.330 0.777 -0.467 -0.135
C -4.204 3.100 1.215 -0.344 0.130 -0.148
C -5.425 3.718 1.078 0.281 -0.238 -0.105
C -5.876 4.653 2.041 -0.226 0.258 0.166
C -5.059 4.940 3.143 0.089 -0.119 -0.067
C -3.832 4.329 3.300 -0.134 0.174 0.268
H 0.550 1.814 3.863 -0.023 -0.052 0.073
H 0.840 0.819 6.129 -0.001 0.010 -0.030
H -1.148 0.363 7.531 -0.004 -0.006 -0.012
H -3.406 0.857 6.659 -0.009 0.018 -0.033
H -3.679 1.823 4.386 0.027 0.024 -0.003
H -0.178 4.016 0.434 0.042 0.006 0.023
H 1.222 6.059 0.466 -0.005 -0.044 0.001
H 1.577 7.293 2.598 0.004 -0.010 -0.005
H 0.541 6.461 4.681 -0.026 -0.001 -0.006
H -0.850 4.418 4.655 0.035 0.028 0.016
H -3.853 2.387 0.475 -0.029 0.038 0.006
H -6.050 3.490 0.220 0.037 -0.037 -0.005
H -6.837 5.143 1.926 0.017 -0.006 0.009
H -5.398 5.657 3.886 0.029 -0.003 0.017
H -3.210 4.570 4.156 -0.071 0.043 0.003
C 5.487 2.798 -5.304 -0.038 -0.070 0.038
C 4.902 1.643 -4.529 0.067 0.024 -0.039
C 5.628 1.012 -3.524 -0.054 0.006 -0.010
C 5.085 -0.057 -2.822 -0.036 0.055 -0.018
C 3.807 -0.495 -3.124 -0.028 -0.109 0.015
C 3.065 0.128 -4.118 0.000 -0.021 0.052
C 3.617 1.190 -4.814 -0.018 -0.038 0.003
S 3.097 -1.883 -2.253 0.416 -0.090 -0.078
O 4.238 -2.586 -1.665 -0.104 0.063 0.145
O 2.389 -2.642 -3.262 -0.091 0.064 0.007
O 2.239 -1.283 -1.213 -0.089 -0.154 -0.116
H 6.476 3.061 -4.926 -0.019 0.024 -0.002
H 4.844 3.678 -5.232 0.031 0.006 -0.003
H 5.586 2.546 -6.363 -0.002 0.026 0.003
H 6.628 1.361 -3.289 -0.005 -0.002 0.001
H 5.639 -0.563 -2.042 0.017 -0.006 -0.019
H 2.059 -0.222 -4.314 -0.003 0.049 -0.042
H 3.034 1.687 -5.583 -0.009 -0.001 0.033
```
Forces are in eV/Å.

---

# 6
C17H16N8O2 | ωB97M-V/def2-TZVPD

Summary:
highest occupied orbital energy	-8.08	eV
DFT total energy	-1245.716508	hartree
LUMO level	-1.31	eV
charge	0
HOMO-LUMO gap	6.77	eV

The geometry in XYZ format:
```
43
Properties=species:S:1:pos:R:3:forces:R:3
C 1.052 -5.197 4.002 -2.061 -0.429 1.713
C 0.835 -4.499 2.721 1.409 -1.758 -0.619
C 0.113 -3.434 2.503 -2.403 2.883 0.855
N 0.346 -3.084 1.200 -2.081 1.535 0.413
C -0.544 -2.187 0.496 -0.485 -0.499 -2.067
N 0.107 -1.444 -0.550 0.067 -2.321 -2.401
C 0.374 -2.072 -1.831 1.202 3.250 0.233
N 0.747 -1.153 -2.766 -1.632 -1.260 3.960
C 0.565 0.009 -2.045 -0.414 2.821 -1.258
C 0.705 1.296 -2.735 1.743 1.292 -0.033
C 1.300 2.502 -2.202 -1.898 -2.144 0.201
N 1.272 3.448 -3.096 1.165 1.529 -0.147
N 0.881 2.883 -4.232 -0.244 1.774 -2.883
C 0.821 3.641 -5.558 -0.282 -0.396 1.689
C 0.557 1.617 -4.082 -0.925 -3.730 1.141
C 0.114 -0.071 -0.735 -0.094 0.153 -0.245
C -0.439 0.944 0.322 1.216 -1.068 -1.391
C -0.062 0.835 1.628 0.887 -2.991 2.677
C -0.662 1.515 2.704 0.337 1.262 0.459
C -1.552 2.605 2.419 2.472 -3.411 -0.930
N -2.107 3.440 3.406 -0.179 -0.607 2.528
O -2.666 4.472 3.018 0.748 -1.510 1.741
O -1.941 2.956 4.588 -1.158 2.611 -2.801
C -1.896 2.702 1.108 -2.586 2.065 -0.489
C -1.359 1.932 0.112 -0.658 0.026 -2.156
N 1.139 -3.983 0.599 -0.670 1.299 0.094
N 1.472 -4.770 1.510 1.350 -2.915 1.530
H 0.375 -4.827 4.871 0.962 -0.159 -1.718
H 2.032 -5.016 4.315 1.669 0.117 0.613
H 0.880 -6.278 4.038 0.131 0.159 -0.612
H -0.565 -2.917 3.264 1.079 -0.469 -1.723
H -0.999 -1.463 1.121 -0.194 0.310 1.182
H -1.389 -2.695 -0.025 0.610 -0.285 0.747
H 0.452 -3.116 -2.052 -0.216 -0.456 0.668
H 1.605 2.570 -1.171 0.170 0.710 -0.024
H -0.146 4.127 -5.735 0.202 -0.098 0.457
H 1.620 4.364 -5.633 0.142 0.176 0.423
H 0.968 2.937 -6.345 0.094 -0.738 -0.414
H 0.287 0.777 -4.768 0.175 1.664 -0.109
H 0.590 -0.091 1.808 -0.599 1.783 0.409
H -0.408 1.315 3.768 -0.038 0.043 -1.073
H -2.791 3.371 0.945 1.413 -0.544 -0.447
H -1.686 2.040 -0.907 -0.426 0.325 -0.192
```
Forces are in eV/Å.

---

# 7
C5H7PS | ωB97M-V/def2-TZVPD

Summary:
highest occupied orbital energy	-8.98	eV
DFT total energy	-934.169747	hartree
LUMO level	0.22	eV
charge	0
ΔE to the lowest compared entry with this formula, charge and spin	1.890	eV
HOMO-LUMO gap	9.20	eV

The geometry in XYZ format:
```
14
Properties=species:S:1:pos:R:3:forces:R:3
S 1.811 2.298 0.040 -3.011 0.235 -2.942
C 0.635 1.163 0.881 1.703 -0.209 -0.169
P -0.715 0.946 -0.351 -0.372 -0.233 -0.158
C 0.196 -0.222 -1.408 -2.519 -0.477 2.511
C -0.248 -1.464 -1.098 1.342 0.867 -1.196
C -1.233 -1.601 -0.105 -1.213 2.409 1.170
C -1.604 -0.408 0.426 3.317 -0.820 -2.626
H 2.658 2.494 0.907 2.615 0.389 3.040
H 1.344 0.329 1.047 -1.307 -0.273 0.096
H 0.194 1.489 1.809 0.150 0.541 0.295
H 0.986 0.191 -1.925 1.606 -0.021 -1.495
H 0.136 -2.315 -1.527 1.044 -1.887 -1.186
H -1.769 -2.427 0.293 0.113 -1.231 -0.416
H -2.393 -0.473 1.011 -3.468 0.711 3.077
```
Forces are in eV/Å.

---

> What is the formula in the first record?

C6H6

---

> Which value of DFT total energy does entry 7 give?

-934.169747 hartree

---

> Which value of DFT total energy does entry 7 give?

-934.169747 hartree